1.
One molecule with the formula C4H13ClOSi2 in a non-equilibrium geometry, computed with ωB97M-V/def2-TZVPD.

* Kohn-Sham gap: 0.4002 Ha
* net charge: 0
* HOMO: -10.15 eV

XYZ file:
```
21
C4H13ClOSi2 ωB97M-V/def2-TZVPD
C 0.337 -0.043 -2.961
C -0.456 0.729 -1.822
Si -0.336 -0.184 -0.186
Cl -0.326 -2.241 -0.508
C -1.705 0.274 1.011
C -1.527 -0.297 2.455
O 1.122 0.233 0.334
Si 2.636 0.049 1.024
H 1.454 -0.081 -2.700
H -0.056 -0.974 -3.067
H 0.388 0.631 -3.852
H -1.426 0.970 -2.320
H 0.019 1.711 -1.560
H -1.869 1.278 1.262
H -2.734 -0.156 0.684
H -1.192 -1.298 2.377
H -0.971 0.154 3.164
H -2.450 -0.538 2.999
H 3.753 0.612 0.123
H 2.255 0.625 2.318
H 3.084 -1.455 1.225
```

2.
One molecule with the formula C4H13ClSi2 in a non-equilibrium geometry, computed with ωB97M-V/def2-TZVPD.

* Kohn-Sham gap: 0.3520 Ha
* net charge: 0
* HOMO: -10.01 eV

XYZ file:
```
20
C4H13ClSi2 ωB97M-V/def2-TZVPD
C -0.074 -2.163 1.089
C -1.115 -1.190 0.554
Si -0.213 0.598 0.413
Si 1.738 0.933 1.626
Cl -1.800 2.329 1.361
C 0.207 0.495 -1.437
C -0.877 1.113 -2.358
H 0.377 -1.950 2.097
H -0.432 -3.130 0.933
H 0.888 -1.991 0.534
H -2.003 -1.027 1.269
H -1.370 -1.537 -0.477
H 2.401 1.892 0.633
H 1.354 1.233 2.964
H 2.848 -0.106 2.095
H 1.044 1.187 -1.685
H 0.560 -0.537 -1.578
H -1.914 0.559 -2.451
H -1.088 2.053 -2.095
H -0.529 1.238 -3.487
```

3.
A 2-piece molecular cluster, C4H13FSi2 overall in a non-equilibrium geometry, computed with ωB97M-V/def2-TZVPD.

* Kohn-Sham gap: 0.2521 Ha
* net charge: 0
* HOMO: -8.07 eV

XYZ file:
```
20
C4H13FSi2 ωB97M-V/def2-TZVPD
C 2.994 -1.330 -1.676
C 1.047 -1.250 1.659
C -1.448 0.736 -1.398
C -2.487 2.131 1.229
F -2.245 -0.681 0.687
Si 0.644 0.591 1.831
Si -1.384 0.734 0.587
H 4.000 -1.118 -2.068
H 2.562 -2.034 -2.478
H 2.360 -0.418 -1.896
H 2.122 -1.256 1.855
H 0.628 -1.974 2.451
H 0.858 -1.736 0.748
H -1.499 -0.288 -1.603
H -2.269 1.288 -1.690
H -0.571 1.102 -1.839
H -2.675 1.823 2.288
H -2.127 3.090 1.305
H -3.454 2.142 0.612
H 2.944 -1.550 -0.608
```

4.
One molecule with the formula C4H13N2 in a non-equilibrium geometry, computed with ωB97M-V/def2-TZVPD.

* Kohn-Sham gap (spin up / spin down): 0.1432 / 0.3927 Ha
* net charge: 0
* HOMO (spin up / spin down): -2.86 / -9.95 eV
* spin multiplicity: 2

XYZ file:
```
19
C4H13N2 ωB97M-V/def2-TZVPD
C 1.253 -0.840 0.112
C -0.130 -1.202 0.419
C -0.893 -0.191 1.197
C -1.389 1.003 0.420
N -0.361 1.389 -0.664
N 1.413 -0.240 -1.161
H 1.916 -1.624 -0.154
H 1.701 -0.154 0.796
H -0.856 -1.559 -0.352
H -0.163 -2.071 1.035
H -0.239 0.290 2.005
H -1.720 -0.631 1.842
H -2.240 0.666 -0.234
H -1.723 1.787 1.018
H 0.543 1.927 -0.492
H -0.893 1.951 -1.439
H 0.135 0.386 -1.209
H 2.237 0.235 -1.292
H 1.406 -1.123 -1.846
```

5.
A 3-piece molecular cluster, C4H13N2 overall in a non-equilibrium geometry, computed with ωB97M-V/def2-TZVPD.

* Kohn-Sham gap (spin up / spin down): 0.3642 / 0.3363 Ha
* net charge: 0
* HOMO (spin up / spin down): -8.78 / -9.33 eV
* spin multiplicity: 2

XYZ file:
```
19
C4H13N2 ωB97M-V/def2-TZVPD
C -0.774 -0.344 -0.910
N -0.260 0.874 -1.540
C -0.679 -0.398 0.571
N 2.572 -0.524 -1.847
C -0.875 -1.128 2.948
C -1.268 -1.140 1.497
H -1.716 -0.715 -1.288
H 0.280 -0.599 -1.233
H -0.943 1.164 -2.246
H 0.206 4.399 -1.357
H 0.236 0.135 0.909
H 1.804 0.128 -1.988
H 3.354 -0.252 -2.425
H 2.814 -0.426 -0.868
H -0.207 -0.278 3.100
H -1.786 -0.851 3.482
H -0.416 -2.045 3.332
H -0.327 3.892 -1.344
H -2.013 -1.890 1.209
```

6.
A 2-piece molecular cluster, C4H13N2 overall in a non-equilibrium geometry, computed with ωB97M-V/def2-TZVPD.

* Kohn-Sham gap: 0.2693 Ha
* net charge: +1
* HOMO: -12.65 eV

XYZ file:
```
19
C4H13N2 ωB97M-V/def2-TZVPD
C -0.276 -1.062 -1.402
C -1.279 0.122 1.614
C -1.410 -0.186 -0.831
C 1.985 1.181 0.212
N 2.679 0.082 0.101
N -0.985 0.606 0.337
H 0.393 -1.545 -0.634
H -0.920 -1.842 -1.706
H 0.388 -0.585 -2.226
H -0.489 -0.040 2.414
H -2.160 0.386 2.048
H -1.537 -0.983 1.385
H -2.281 -0.826 -0.501
H -1.831 0.616 -1.476
H 1.935 2.002 -0.540
H 1.374 1.248 1.070
H 2.484 -0.648 0.802
H 3.161 -0.025 -0.757
H -1.230 1.499 0.090
```

7.
A 2-piece molecular cluster, C4H13N2 overall in a non-equilibrium geometry, computed with ωB97M-V/def2-TZVPD.

* Kohn-Sham gap: 0.2088 Ha
* net charge: +1
* HOMO: -13.45 eV

XYZ file:
```
19
C4H13N2 ωB97M-V/def2-TZVPD
C -1.888 0.409 -0.024
C -0.987 -0.934 -0.354
C 0.304 -0.500 -0.978
C 1.312 -0.321 0.142
N 2.516 0.273 -0.269
N -1.020 1.217 0.590
H -2.041 0.737 -1.064
H -2.815 0.115 0.452
H -1.604 -1.550 -0.997
H -0.882 -1.330 0.657
H 0.645 -1.096 -1.832
H 0.124 0.513 -1.347
H 1.487 -1.247 0.686
H -1.703 -0.923 2.783
H 0.734 0.358 0.879
H 2.459 1.197 -0.683
H -2.192 -0.707 3.294
H -1.286 1.446 1.563
H 3.318 0.212 0.337
```

8.
An isolated ion of composition C4H13N2 and charge +1 in a non-equilibrium geometry, computed with ωB97M-V/def2-TZVPD.

* Kohn-Sham gap: 0.3199 Ha
* net charge: +1
* HOMO: -12.31 eV

XYZ file:
```
19
C4H13N2 ωB97M-V/def2-TZVPD
C 0.836 -1.632 -1.481
N -0.313 -1.646 -0.607
C -0.949 -0.435 -0.189
C 0.001 0.740 0.100
C 0.946 0.449 1.223
N -0.915 1.905 0.545
H 0.954 -0.663 -1.960
H 0.710 -2.344 -2.301
H 1.766 -1.942 -1.009
H -0.465 -2.397 0.041
H -1.682 -0.064 -0.932
H -1.548 -0.610 0.709
H 0.447 1.169 -0.799
H 0.416 0.341 2.175
H 1.508 -0.477 1.097
H 1.701 1.210 1.397
H -1.535 2.148 -0.231
H -0.356 2.672 0.912
H -1.521 1.576 1.309
```

9.
An isolated ion of composition C4H13N2 and charge +1 in a non-equilibrium geometry, computed with ωB97M-V/def2-TZVPD.

* Kohn-Sham gap: 0.3051 Ha
* net charge: +1
* HOMO: -11.99 eV

XYZ file:
```
19
C4H13N2 ωB97M-V/def2-TZVPD
C -2.169 -0.979 -0.307
N -1.235 -0.126 -1.077
C -0.051 0.622 -0.817
C 0.587 0.400 0.542
C 0.707 -1.065 0.970
N 1.887 1.126 0.543
H -2.852 -1.436 -1.011
H -1.634 -1.745 0.244
H -2.721 -0.335 0.376
H -1.458 -0.171 -2.059
H -0.252 1.713 -0.888
H 0.679 0.398 -1.614
H -0.077 0.930 1.232
H 1.653 -1.154 1.528
H 0.808 -1.720 0.112
H -0.027 -1.344 1.717
H 1.684 2.071 0.195
H 2.344 1.249 1.447
H 2.537 0.680 -0.102
```

10.
A 2-piece molecular cluster, C4H13N2 overall in a non-equilibrium geometry, computed with ωB97M-V/def2-TZVPD.

* Kohn-Sham gap: 0.2412 Ha
* net charge: +1
* HOMO: -14.07 eV

XYZ file:
```
19
C4H13N2 ωB97M-V/def2-TZVPD
C 0.243 -1.711 -1.824
C -0.597 -0.898 -0.889
C -0.052 0.489 -0.620
C 1.198 0.615 0.217
N 1.041 0.115 1.603
N -1.598 1.246 1.241
H 1.290 -1.852 -1.496
H -0.210 -2.689 -1.983
H 0.450 -1.370 -2.845
H -1.681 -0.925 -1.009
H -0.533 -1.236 0.159
H -0.087 1.351 -1.285
H 1.446 1.678 0.127
H 2.050 0.039 -0.168
H 0.258 0.608 2.019
H -2.168 0.404 1.280
H 1.936 0.277 2.051
H -0.917 0.977 0.481
H -2.204 2.037 1.408
```

11.
A 2-piece molecular cluster, C4H13N2 overall in a non-equilibrium geometry, computed with ωB97M-V/def2-TZVPD.

* Kohn-Sham gap (spin up / spin down): 0.2732 / 0.4222 Ha
* net charge: +1
* HOMO (spin up / spin down): -12.84 / -15.30 eV

XYZ file:
```
19
C4H13N2 ωB97M-V/def2-TZVPD
C -3.044 -0.024 -0.264
C 0.336 -0.489 1.299
C 1.754 1.211 0.087
C 0.808 -0.930 -1.013
N -0.431 1.103 -0.238
N 0.691 0.169 0.041
H -3.371 0.389 -1.206
H -2.655 -1.044 -0.338
H -3.207 0.234 0.786
H -0.072 0.292 2.044
H -0.432 -1.220 0.997
H 1.216 -0.981 1.696
H 2.620 0.731 -0.123
H 1.682 1.854 -0.715
H 1.770 1.726 1.056
H 1.799 -1.139 -1.290
H 0.473 -1.940 -0.532
H 0.213 -0.730 -1.885
H -0.583 1.267 -1.283
```

12.
A 3-piece molecular cluster, C4H13N2 overall in a non-equilibrium geometry, computed with ωB97M-V/def2-TZVPD.

* Kohn-Sham gap: 0.1551 Ha
* net charge: +1
* HOMO: -13.01 eV

XYZ file:
```
19
C4H13N2 ωB97M-V/def2-TZVPD
C -1.455 3.238 2.312
N -0.195 -1.297 -1.804
C 0.297 -2.549 -2.328
C -1.416 2.129 1.583
N 1.276 0.163 -0.326
C 1.049 -0.536 0.852
H -0.982 4.142 1.948
H -1.998 3.341 3.239
H -0.430 -0.699 -2.604
H -0.486 -3.293 -2.102
H 1.170 -2.965 -1.826
H 0.461 -2.571 -3.396
H -0.712 2.083 0.757
H -2.014 1.268 1.845
H 0.486 -0.668 -1.262
H 2.280 0.375 -0.434
H 0.725 -1.572 0.651
H 0.126 -0.093 1.284
H 1.815 -0.497 1.611
```

13.
A 3-piece molecular cluster, C4H13N2O overall in a non-equilibrium geometry, computed with ωB97M-V/def2-TZVPD.

* Kohn-Sham gap: 0.1924 Ha
* net charge: +1
* HOMO: -12.99 eV

XYZ file:
```
20
C4H13N2O ωB97M-V/def2-TZVPD
C -0.040 -2.535 -0.367
C -0.980 -1.321 -0.157
C -0.182 -0.090 -0.412
C 0.781 0.316 0.477
N 1.535 1.415 0.188
N -0.162 0.512 -1.668
H 0.770 -2.537 0.359
H 0.226 -2.700 -1.406
H -0.624 -3.418 -0.089
H -1.467 -1.253 0.819
H -1.829 -1.524 -0.806
H 0.834 -0.045 1.492
H 2.390 1.435 0.718
H 1.660 1.539 -0.817
H 1.658 2.046 2.233
H -1.082 0.497 -2.099
H 0.465 0.092 -2.346
H -1.340 1.879 0.860
H -1.327 3.299 1.347
O -1.285 2.391 1.673
```